49
Properties=species:S:1:pos:R:3:mulliken_charge:R:1 method="wB97M-V/def2-TZVPD" gap_ev=6.34 charge=-1 spin_multiplicity=1 e_above_lowest_kcal_mol=63.4 lumo_ev=2.2 homo_energy_ev=-4.13 energy_ev=-29766.7835
F -1.779 -0.919 -0.826 -0.9862
O 0.221 -7.450 1.653 -0.6639
O 2.980 4.031 -6.318 -0.6391
O -6.142 2.993 3.540 -0.6497
O 3.915 -0.515 2.982 -0.7040
N 2.750 4.916 -4.281 -0.2001
N 1.870 -0.995 2.347 -0.2276
N -4.717 2.632 1.804 -0.2412
N -0.083 -5.897 0.036 -0.2140
C -1.975 -6.521 1.337 -0.9725
C 1.437 -1.493 3.670 -0.8554
C 3.344 -0.204 0.638 -1.0015
C -6.424 0.945 2.394 -1.1043
C -5.762 2.273 2.605 0.7471
C -0.497 -6.635 1.064 0.6296
C 4.953 5.032 -5.420 -0.9878
C 1.265 -5.998 -0.381 -0.8102
C 3.075 -0.590 2.060 0.7322
C 1.443 4.471 -4.030 -0.7391
C -3.937 3.887 1.815 -0.8465
C 3.495 4.629 -5.383 0.6892
H 1.186 -0.998 1.604 0.2840
H -7.398 0.886 2.880 0.3097
H 1.097 -0.583 4.162 0.2709
H 5.647 4.550 -6.110 0.2988
H 0.826 4.825 -4.855 0.2391
H -2.349 -7.309 0.684 0.2264
H -4.224 1.820 1.461 0.2720
H -2.881 3.726 2.032 0.3072
H 2.551 -0.429 -0.076 0.3595
H 1.360 5.004 -3.082 0.3263
H 5.306 4.922 -4.395 0.3004
H -4.275 4.477 2.666 0.3162
H 0.614 -2.151 3.391 0.3374
H 1.447 3.385 -4.118 0.2554
H -5.866 0.151 2.890 0.2844
H 1.375 -5.610 -1.394 0.3319
H 3.611 0.853 0.638 0.2222
H 3.266 5.356 -3.532 0.2126
H 1.923 -5.357 0.206 0.2571
H 1.533 -7.054 -0.421 0.2777
H 4.927 6.062 -5.775 0.2443
H -2.372 -5.523 1.150 0.3898
H -0.658 -5.088 -0.151 0.2674
H 2.251 -2.052 4.132 0.2827
H -2.053 -6.779 2.393 0.2772
H -6.281 0.710 1.339 0.3443
H -3.987 4.485 0.906 0.2583
H 3.994 -0.869 0.068 0.2920

=====

55
Properties=species:S:1:pos:R:3:mulliken_charge:R:1 method="wB97M-V/def2-TZVPD" gap_ev=3.42 charge=-2 spin_multiplicity=1 e_above_lowest_kcal_mol=0.0 lumo_ev=3.6 homo_energy_ev=0.16 energy_ev=-64915.9180
S 5.723 0.993 1.117 1.1006
P 1.315 0.796 -2.268 0.4973
Si -3.507 -0.106 -0.006 0.6955
O 5.641 -0.252 0.290 -0.7843
O 0.160 -0.057 -3.083 -0.4397
O -0.447 -2.837 1.933 -0.5712
O 2.577 -0.112 -1.846 -0.3672
O 6.445 2.048 0.363 -0.7942
O 4.329 1.452 1.415 -0.6930
O -2.023 0.041 -0.815 -0.2599
O 6.434 0.701 2.387 -0.7942
O 0.599 1.527 -0.992 0.4561
O 1.768 -2.336 1.719 -0.3643
O 1.786 1.849 -3.200 -0.8404
N 0.648 2.885 1.539 -0.5726
C 2.640 -2.251 -0.655 -0.8631
C -3.692 1.378 1.168 -0.9628
C -3.632 -1.669 1.058 -0.9781
C 0.170 -0.570 2.332 -0.4739
C 0.821 2.968 -0.978 -0.6825
C -4.929 -0.185 -1.273 -1.1801
C 2.479 -0.691 -0.507 1.1974
C 0.125 3.493 0.310 -0.2567
C 0.460 -2.043 1.959 0.6609
C -0.451 -1.117 -2.311 0.4569
C -1.918 -0.857 -1.937 -0.7446
C 1.981 -3.073 0.502 -0.4953
H 0.118 -1.291 -1.377 -0.3503
H -2.926 -1.591 1.907 0.2149
H 1.913 3.151 -0.936 0.4157
H -3.853 2.292 0.556 0.2821
H -4.940 -1.131 -1.848 0.2915
H -0.109 2.507 2.099 0.3164
H 3.326 -0.343 0.107 -0.2319
H 2.119 -2.525 -1.599 0.3186
H 3.714 -2.481 -0.757 0.4648
H -0.413 -2.031 -2.944 0.3330
H -2.342 -1.837 -1.596 0.3403
H 0.342 3.454 -1.845 0.3802
H 1.510 -0.520 -0.003 -0.3777
H -4.768 0.662 -1.981 0.2881
H 1.306 2.131 1.356 0.1645
H 2.684 -3.898 0.750 0.3269
H -0.960 3.232 0.243 0.0044
H 1.116 -0.086 2.658 0.4552
H -5.915 -0.028 -0.788 0.3215
H -2.730 1.499 1.710 0.1686
H -0.169 -0.027 1.423 -0.3111
H -0.597 -0.548 3.128 0.3936
H -4.659 -1.743 1.484 0.3757
H -3.453 -2.607 0.494 0.3217
H -4.528 1.250 1.880 0.3520
H 0.188 4.603 0.327 0.3068
H -2.548 -0.510 -2.782 0.2272
H 1.067 -3.562 0.115 0.2603

=====

47
Properties=species:S:1:pos:R:3:mulliken_charge:R:1 method="wB97M-V/def2-TZVPD" gap_ev="3.04 / 2.90" charge=-1 spin_multiplicity=1 lumo_ev="2.5 / 2.5" homo_energy_ev="-0.58 / -0.44" energy_ev=-83848.0428
Lu -0.223 -0.232 -0.291 0.3780
Cl -2.466 -1.004 -0.105 -0.5516
Cl 1.268 -0.628 -2.195 -0.5862
P 0.111 0.078 -6.025 0.1568
N 0.038 0.041 4.565 -0.0824
N 0.195 -0.362 2.072 -0.4502
C 0.073 -0.056 3.247 0.3433
C -1.080 -0.821 -7.087 0.7427
C -0.037 1.960 -8.163 -1.3926
C -1.102 -2.329 -6.753 -1.6292
C -2.512 -0.256 -7.002 -1.7049
C 1.758 -0.483 -6.624 0.6186
C 1.047 -0.662 5.435 -0.7093
C -0.925 2.619 -5.867 -1.5519
C 1.830 -0.991 -8.062 -1.5085
C 2.282 -1.538 -5.640 -1.0887
C -1.039 0.678 5.416 -0.6379
C 0.115 1.799 -6.654 0.5670
H 2.095 -0.357 5.209 0.2754
H 0.773 1.518 -8.753 0.2233
H -1.391 -2.506 -5.707 0.3659
H -2.678 0.743 -7.430 0.2856
H 2.895 -1.192 -8.236 0.4660
H -0.662 0.424 6.423 0.1788
H -1.958 2.353 -6.117 0.2239
H 1.275 -1.927 -8.205 0.2081
H -2.077 0.347 5.184 0.2871
H 1.119 2.171 -6.387 0.3355
H 1.175 -1.742 5.196 0.2889
H 1.505 -0.279 -8.828 0.2750
H 2.232 -1.186 -4.603 0.0695
H -0.170 -2.890 -6.914 0.2918
H -1.860 -2.821 -7.377 0.4156
H 2.398 0.411 -6.533 0.3668
H 1.714 -2.475 -5.664 0.2011
H -0.993 1.583 -8.548 0.1605
H -0.633 -0.630 -8.078 0.3148
H -0.815 2.504 -4.782 0.4243
H 3.327 -1.768 -5.886 0.4290
H -3.190 -0.925 -7.549 0.4266
H -1.198 1.759 5.199 0.2917
H -0.070 1.609 -0.184 -0.0963
H -2.871 -0.222 -5.965 0.3796
H 0.873 1.375 0.303 -0.1599
H -0.002 3.045 -8.323 0.4994
H -0.802 3.685 -6.091 0.4441
H 0.654 -0.420 6.438 0.2146

=====

49
Properties=species:S:1:pos:R:3:mulliken_charge:R:1 method="wB97M-V/def2-TZVPD" gap_ev="4.89 / 5.93" charge=+2 spin_multiplicity=1 e_above_lowest_kcal_mol=0.0 lumo_ev="-9.4 / -8.4" homo_energy_ev="-14.33 / -14.31" energy_ev=-121285.7927
La 0.291 -0.237 -1.225 1.0845
I 3.201 -0.290 -0.260 -0.4815
Se -1.271 -0.499 1.203 -0.3795
Cl 1.051 -0.261 -3.987 -0.4877
P 0.471 2.443 -1.635 0.3857
P 0.397 -2.940 -1.614 0.4584
N 0.505 0.332 3.431 0.2419
N -1.598 0.756 3.745 0.1802
C -0.764 -3.479 -2.864 -1.0393
C -0.937 1.119 4.913 -0.5239
C 0.084 3.038 0.031 -0.9988
C 1.767 -0.075 2.848 -0.4416
C -0.003 -3.524 0.050 -0.9874
C -3.037 0.833 3.602 -0.8552
C -1.937 -0.198 -2.270 -1.2969
C 0.394 0.858 4.710 -0.3520
C 2.097 -3.314 -2.039 -1.0619
C -0.675 2.992 -2.893 -1.0378
C -0.725 0.254 2.815 0.0428
C 2.181 2.770 -2.065 -1.0665
H 1.964 -4.341 -2.398 0.4553
H 2.076 3.800 -2.423 0.4535
H -3.342 0.481 2.613 0.2332
H -1.020 -3.199 0.338 0.2912
H -2.353 0.708 -1.771 0.4545
H -1.788 -3.310 -2.494 0.3832
H 0.100 -4.604 -0.102 0.4860
H 1.256 0.988 5.354 0.4340
H 2.567 0.014 3.589 0.2573
H 0.217 4.113 -0.137 0.4625
H -1.705 2.812 -2.546 0.3880
H 2.722 -3.211 -1.139 0.3611
H -0.474 2.428 -3.821 0.3286
H -2.339 -1.181 -1.940 0.5549
H 2.519 2.070 -2.848 0.3473
H -0.581 -2.902 -3.788 0.3365
H 1.729 -1.104 2.482 0.2862
H -1.700 -0.100 -3.355 0.4458
H 2.459 -2.624 -2.819 0.3585
H -1.456 1.518 5.774 0.4974
H -0.448 -4.527 -2.915 0.4682
H 2.808 2.647 -1.170 0.3725
H 2.031 0.556 1.986 -0.0356
H -3.380 1.866 3.728 0.3443
H 0.708 -3.102 0.783 0.2370
H -3.542 0.224 4.360 0.3528
H -0.368 4.043 -2.926 0.4719
H 0.787 2.612 0.769 0.2805
H -0.942 2.747 0.318 0.3099

=====

55
Properties=species:S:1:pos:R:3:mulliken_charge:R:1 method="wB97M-V/def2-TZVPD" gap_ev="8.59 / 8.17" charge=0 spin_multiplicity=2 lumo_ev="-0.5 / -1.2" homo_energy_ev="-9.09 / -9.40" energy_ev=-111737.4574
Pt -0.478 -0.374 -0.475 3.5863
Ge 1.161 1.233 1.246 -0.2651
P -0.780 -3.146 -2.148 0.6191
P -2.549 -0.951 -2.027 0.6416
O 0.216 -0.302 1.767 -0.4565
O 1.457 0.196 -0.399 -0.1346
O -1.687 0.209 -2.470 -0.5621
O -4.065 -0.830 -2.438 -0.5189
O -2.437 -1.103 -0.508 -0.7664
O -0.517 1.549 0.239 -0.2360
O -2.069 -2.309 -2.707 -0.2266
O 0.014 -2.145 -1.295 -0.6733
O 0.115 -3.278 -3.465 -0.5191
O -1.180 -4.436 -1.593 -0.7166
C -1.930 3.290 -0.545 -1.5517
C 1.890 -1.017 3.365 -1.9347
C 2.292 0.529 -1.561 1.7430
C 3.194 1.686 -1.158 -2.0083
C -0.548 -1.537 3.644 -1.6892
C -1.171 3.214 1.849 -2.0408
C 0.595 -1.381 2.651 1.6444
C -1.630 2.398 0.649 1.6499
C 3.102 -0.723 -1.858 -1.5186
C -2.831 1.550 1.022 -1.4121
C 0.774 -2.642 1.823 -1.6747
C 1.414 0.916 -2.735 -1.6491
H 2.708 -0.898 2.650 0.3922
H 2.053 1.263 -3.550 0.5353
H -1.059 3.897 -0.797 0.3390
H -0.690 -0.615 4.210 0.3556
H 0.050 -4.172 -3.822 0.3217
H -2.563 0.809 1.777 0.0949
H -4.200 -0.739 -3.389 0.3629
H 3.790 1.442 -0.277 0.4010
H 0.727 1.719 -2.467 0.1831
H 1.054 -3.475 2.471 0.5378
H 2.172 -1.808 4.062 0.4664
H -0.957 2.566 2.703 0.3742
H 1.781 -0.091 3.934 0.4276
H 3.731 -0.983 -1.006 0.3528
H 3.882 1.905 -1.976 0.4850
H -2.765 3.957 -0.323 0.4262
H 1.554 -2.508 1.072 0.1954
H -1.959 3.907 2.144 0.4853
H 0.830 0.070 -3.096 0.2529
H 2.434 -1.557 -2.072 0.2017
H -0.281 3.802 1.617 0.4300
H 2.614 2.589 -0.957 0.3978
H -2.190 2.673 -1.406 0.2719
H 3.744 -0.553 -2.724 0.4304
H -0.344 -2.348 4.345 0.4347
H -1.473 -1.765 3.112 0.3516
H -3.613 2.193 1.429 0.5423
H -3.233 1.033 0.155 0.2408
H -0.149 -2.909 1.308 0.3793

=====

58
Properties=species:S:1:pos:R:3:mulliken_charge:R:1 method="wB97M-V/def2-TZVPD" gap_ev=7.27 charge=0 spin_multiplicity=1 lumo_ev=-0.9 homo_energy_ev=-8.16 energy_ev=-103632.6125
I -0.488 0.704 -0.568 -0.1559
I -2.019 5.872 2.453 -0.1034
I 2.601 5.437 1.096 0.0068
S 1.438 3.964 -2.606 -0.3175
P 3.233 -4.239 0.191 1.0852
P -0.426 3.533 -2.270 0.2030
P -1.120 5.421 0.203 -0.0749
P -0.884 3.211 -0.114 -0.2268
O 2.646 -5.525 -0.658 -0.3648
O 4.059 -3.778 -1.194 -0.2745
O -5.412 1.935 0.430 -0.3974
O -3.370 2.141 -0.727 -0.2233
O -2.334 5.906 -0.872 -0.4386
O 2.890 -4.693 1.580 -0.7873
O 2.042 -3.156 -0.111 -0.3042
O 2.583 2.625 0.414 -0.2720
O -6.193 5.191 0.784 -0.5253
C 2.471 -6.795 -0.033 -0.3318
C 0.395 3.081 1.260 -0.4098
C -6.845 3.922 1.035 -0.5730
C 1.849 3.409 0.838 -0.1544
C 5.729 -5.576 -1.300 -1.0261
C -2.668 2.808 0.321 -0.1032
C -5.755 2.891 1.440 0.0206
C 2.096 -1.886 0.539 0.0411
C 1.035 -6.980 0.416 -1.1823
C 5.466 -4.082 -1.245 -0.3375
C 3.158 -0.986 -0.067 -0.7370
C -4.745 2.488 -0.673 -0.3433
H -4.861 3.411 1.834 0.1432
H -7.473 4.096 1.922 0.3420
H -7.445 3.595 0.171 0.2646
H -2.703 2.156 1.219 0.3087
H -6.118 5.299 -0.172 0.3242
H 0.146 3.698 2.146 0.4371
H 3.166 -6.920 0.798 0.3764
H 3.044 -0.930 -1.150 0.2603
H -5.180 2.015 -1.573 0.3065
H 5.150 -6.043 -2.097 0.2409
H 5.442 -6.063 -0.363 0.2766
H 2.723 -7.556 -0.775 0.3687
H 5.862 -3.603 -2.140 0.3567
H 0.372 -7.041 -0.450 0.2878
H 0.410 2.041 1.619 0.4982
H -3.182 3.772 0.501 0.3329
H 0.926 -7.895 1.001 0.3626
H -6.141 2.303 2.295 0.3744
H 2.266 -2.021 1.612 0.2671
H -4.884 3.579 -0.794 0.2538
H 1.116 -1.424 0.412 -0.1591
H 5.963 -3.635 -0.380 0.3027
H 0.689 -6.137 1.015 0.2985
H -0.745 2.324 -2.927 0.1320
H 4.161 -1.376 0.132 0.2887
H 3.096 0.021 0.348 0.1968
H -2.766 6.696 -0.510 0.3377
H -1.252 4.566 -2.789 0.1070
H 6.789 -5.773 -1.468 0.4209